[1]
Formula: C11H15N
Source: the Open Molecules 2025 dataset
Level of theory: ωB97M-V with the def2-TZVPD basis set

Summary:
**Kohn-Sham gap (spin up / spin down)**: 9.47 / 6.29 eV
**Multiplicity**: 2
**Net charge**: +1
**HOMO (spin up / spin down)**: -13.29 / -13.51 eV
**Expectation value of S²**: 0.773
**LUMO level (spin up / spin down)**: -3.817 / -7.222 eV

Atoms and positions in Å:
C (-1.62, -1.56, -2.76)
C (-0.64, 1.15, -0.40)
C (-0.32, -0.03, -1.11)
C (-1.53, -0.45, -1.76)
C (-2.55, 0.35, -1.27)
C (1.64, 1.62, -0.03)
C (0.31, 1.98, 0.12)
C (2.01, 0.53, -0.85)
C (1.02, -0.30, -1.38)
N (-2.03, 1.35, -0.48)
H (2.44, 2.11, 0.51)
H (-0.22, 2.75, 0.71)
H (3.08, 0.47, -0.79)
H (1.23, -1.18, -1.99)
H (-2.55, 1.80, 0.26)
H (-3.64, 0.29, -1.25)
H (-0.58, -1.61, -3.12)
H (-2.10, -1.22, -3.68)
H (-1.94, -2.54, -2.43)
C (1.43, -0.60, 3.33)
C (0.56, -0.79, 2.12)
H (0.94, -0.95, 4.25)
H (2.37, -1.12, 3.25)
H (1.79, 0.41, 3.40)
H (1.11, -0.53, 1.22)
H (-0.33, -0.16, 2.20)
H (0.13, -1.78, 1.95)

=====

[2]
Formula: C11H15N
Source: the Open Molecules 2025 dataset
Level of theory: ωB97M-V with the def2-TZVPD basis set

Summary:
**Kohn-Sham gap (spin up / spin down)**: 9.28 / 6.56 eV
**Multiplicity**: 2
**Net charge**: +1
**HOMO (spin up / spin down)**: -12.98 / -13.49 eV
**Expectation value of S²**: 0.773
**LUMO level (spin up / spin down)**: -3.704 / -6.933 eV

Atoms and positions in Å:
C (-1.41, 3.64, 1.43)
C (1.20, 1.07, 0.82)
C (0.12, 1.84, 0.33)
C (-0.22, 2.74, 1.36)
C (0.60, 2.45, 2.47)
C (1.19, -0.22, -1.14)
C (1.78, 0.05, 0.10)
C (0.17, 0.56, -1.71)
C (-0.37, 1.59, -0.96)
N (1.46, 1.47, 2.14)
H (1.50, -1.05, -1.77)
H (2.69, -0.49, 0.33)
H (-0.22, 0.33, -2.68)
H (-1.20, 2.19, -1.31)
H (2.11, 1.01, 2.76)
H (0.72, 2.84, 3.47)
H (-1.12, 4.69, 1.46)
H (-1.95, 3.43, 2.35)
H (-2.10, 3.41, 0.63)
C (-0.14, -3.33, -1.24)
C (-1.08, -4.54, -1.31)
H (0.33, -3.30, -0.26)
H (0.63, -3.33, -2.00)
H (-0.72, -2.40, -1.30)
H (-0.70, -5.27, -2.03)
H (-2.11, -4.34, -1.61)
H (-1.16, -5.05, -0.35)

=====

[3]
Formula: C11H15N
Source: the Open Molecules 2025 dataset
Level of theory: ωB97M-V with the def2-TZVPD basis set

Summary:
**Kohn-Sham gap (spin up / spin down)**: 9.22 / 6.55 eV
**Multiplicity**: 2
**Net charge**: +1
**HOMO (spin up / spin down)**: -12.99 / -13.49 eV
**Expectation value of S²**: 0.777
**LUMO level (spin up / spin down)**: -3.765 / -6.934 eV

Atoms and positions in Å:
C (-0.54, -0.45, 2.11)
C (-1.74, -0.77, 3.00)
H (-0.70, 0.31, 1.35)
H (0.37, -0.36, 2.70)
H (-0.38, -1.32, 1.47)
H (-2.65, -0.33, 2.54)
H (-2.08, -1.80, 2.88)
H (-1.67, -0.41, 4.01)
C (-1.05, -1.15, -2.73)
C (0.47, 1.28, -0.35)
C (0.50, 0.04, -1.04)
C (-0.63, -0.02, -1.87)
C (-1.29, 1.23, -1.69)
C (1.57, 1.61, 0.40)
C (2.66, 0.75, 0.51)
C (1.55, -0.89, -0.85)
C (2.62, -0.51, -0.11)
N (-0.71, 1.93, -0.73)
H (-0.85, 2.93, -0.71)
H (1.55, 2.58, 0.84)
H (-2.07, 1.63, -2.32)
H (3.60, 1.06, 0.94)
H (1.50, -1.83, -1.39)
H (-0.30, -1.92, -2.87)
H (-1.22, -0.73, -3.72)
H (3.44, -1.18, 0.07)
H (-1.95, -1.67, -2.45)

=====

[4]
Formula: C11H15N2O
Source: the Open Molecules 2025 dataset
Level of theory: ωB97M-V with the def2-TZVPD basis set

Summary:
**Kohn-Sham gap**: 8.49 eV
**Net charge**: +1
**HOMO**: -12.64 eV
**LUMO level**: -4.145 eV

Atoms and positions in Å:
N (1.48, 1.02, -1.36)
C (2.63, 0.47, -0.71)
C (2.14, -0.75, 0.25)
N (1.13, -0.33, 1.15)
C (-0.11, 0.05, 0.93)
C (-1.06, -0.36, -0.10)
C (-2.13, 0.42, -0.33)
C (-3.01, 0.05, -1.40)
C (-2.81, -1.09, -2.10)
C (-1.65, -1.88, -1.89)
C (-0.85, -1.54, -0.81)
C (-0.47, 1.03, 2.04)
C (0.64, 0.89, 3.06)
O (1.68, 0.27, 2.23)
H (1.15, 1.89, -1.12)
H (1.42, 0.93, -2.43)
H (3.23, 1.25, -0.21)
H (3.41, 0.05, -1.48)
H (1.76, -1.56, -0.38)
H (2.86, -1.15, 0.97)
H (-2.28, 1.43, 0.09)
H (-3.96, 0.45, -1.63)
H (-3.25, -1.29, -3.03)
H (-1.56, -2.84, -2.47)
H (-0.09, -2.19, -0.51)
H (-1.51, 0.87, 2.37)
H (-0.53, 1.95, 1.48)
H (1.22, 1.68, 3.51)
H (0.48, 0.27, 3.88)

=====

[5]
Formula: C11H15N3
Source: the Open Molecules 2025 dataset
Level of theory: ωB97M-V with the def2-TZVPD basis set

Summary:
**Kohn-Sham gap**: 8.15 eV
**HOMO**: -7.47 eV
**LUMO level**: 0.678 eV

Atoms and positions in Å:
C (-0.09, 2.40, -0.33)
C (-0.90, 1.07, 1.32)
C (-1.94, 0.04, 0.53)
C (-3.59, -0.84, -0.72)
C (-2.22, -1.75, -0.83)
C (1.22, 0.42, 0.25)
C (1.59, -0.69, 1.13)
C (2.47, -1.73, 0.65)
C (3.50, -1.33, -0.25)
C (3.31, 0.19, -0.93)
C (2.20, 0.88, -0.71)
H (-0.31, 2.22, -1.37)
H (0.54, 3.32, -0.46)
H (-0.71, 2.88, 0.37)
H (-1.47, 2.11, 1.26)
H (-0.73, 0.85, 2.50)
H (-4.44, -0.77, -1.62)
H (-4.07, -1.14, 0.33)
H (-1.52, -1.13, -1.69)
H (-2.19, -2.92, -0.82)
H (-0.61, -1.46, 0.78)
H (1.12, -0.98, 2.04)
H (2.31, -2.92, 1.12)
H (4.17, -2.09, -0.54)
H (3.98, 0.64, -1.66)
H (2.57, 2.12, -1.21)
N (0.25, 1.31, 0.53)
N (-2.90, 0.64, -0.14)
N (-1.54, -1.35, 0.48)

=====

Listing ΔE to the lowest compared entry with this formula, charge and spin for the structures above in their given order: 1.074; 0.235; 0.671; 2.250; 9.022 eV.